(1)
Computed, not measured: the molecule C15H23NO2, with ωB97M-V with the def2-TZVPD basis set.

## Properties
- highest occupied orbital energy (eV) = -8.011
- energy relative to the best compared isomer or geometry (same formula, charge and spin) (kcal per mole) = 40.2
- lowest unoccupied orbital energy (eV) = 0.81
- strongest force on any atom (eV/A) = 0.5
- net charge = 0
- SMILES = COc1cc(CN[C@H]2CC[C@@H](C)C2)cc(OC)c1
- total energy (eV) = -21512.76391

Positions of all 41 atoms, in Å:
1 C -5.02 -1.13 -1.37
2 O -3.90 -1.75 -0.78
3 C -2.98 -0.98 -0.13
4 C -1.90 -1.66 0.41
5 C -0.91 -0.97 1.09
6 C 0.26 -1.70 1.72
7 N 1.51 -0.98 1.55
8 C 2.26 -1.31 0.36
9 C 1.59 -0.76 -0.92
10 C 2.32 0.55 -1.19
11 C 3.77 0.22 -0.86
12 C 4.66 1.44 -0.69
13 C 3.64 -0.62 0.41
14 C -1.00 0.41 1.23
15 C -2.08 1.10 0.68
16 O -2.07 2.45 0.86
17 C -3.13 3.21 0.34
18 C -3.07 0.40 -0.01
19 H -5.63 -0.62 -0.62
20 H -5.59 -1.94 -1.82
21 H -4.72 -0.42 -2.15
22 H -1.85 -2.73 0.29
23 H 0.31 -2.72 1.30
24 H 0.05 -1.79 2.79
25 H 2.10 -1.14 2.36
26 H 2.37 -2.41 0.26
27 H 0.52 -0.62 -0.78
28 H 1.75 -1.45 -1.74
29 H 2.19 0.90 -2.22
30 H 1.96 1.33 -0.52
31 H 4.18 -0.41 -1.66
32 H 4.71 2.00 -1.62
33 H 5.67 1.14 -0.42
34 H 4.27 2.09 0.09
35 H 4.45 -1.34 0.52
36 H 3.66 0.05 1.28
37 H -0.24 0.95 1.75
38 H -2.92 4.24 0.61
39 H -4.10 2.92 0.78
40 H -3.19 3.13 -0.75
41 H -3.91 0.93 -0.43

Atom charges from the Löwdin analysis, given in e for atoms 1 to 8: atom 1 (C): -0.093, atom 2 (O): -0.082, atom 3 (C): -0.262, atom 4 (C): 0.021, atom 5 (C): -0.234, atom 6 (C): -0.170, atom 7 (N): -0.037, atom 8 (C): -0.336

***

(2)
Computed, not measured: the molecule C15H23NO3, with ωB97M-V with the def2-TZVPD basis set.

## Properties
- highest occupied orbital energy (eV) = -8.067
- energy relative to the best compared isomer or geometry (same formula, charge and spin) (kcal per mole) = 84.8
- lowest unoccupied orbital energy (eV) = 0.89
- strongest force on any atom (eV/A) = 0.8
- net charge = 0
- SMILES = COc1ccccc1OCCOCCN1CCCC1
- total energy (eV) = -23559.23733

Positions of all 42 atoms, in Å:
1 C 4.02 2.34 0.77
2 O 2.73 2.85 0.57
3 C 1.72 2.41 1.38
4 C 1.91 1.58 2.48
5 C 0.85 1.22 3.29
6 C -0.42 1.68 3.02
7 C -0.63 2.48 1.91
8 C 0.42 2.84 1.08
9 O 0.11 3.66 0.01
10 C 0.54 3.24 -1.26
11 C -0.05 1.87 -1.64
12 O 0.68 0.85 -0.99
13 C -0.08 -0.22 -0.48
14 C -0.62 -1.14 -1.57
15 N -1.52 -2.13 -1.02
16 C -2.26 -2.89 -2.01
17 C -2.87 -4.01 -1.18
18 C -1.73 -4.38 -0.24
19 C -0.89 -3.10 -0.13
20 H 4.42 2.63 1.75
21 H 4.64 2.79 -0.01
22 H 4.05 1.25 0.68
23 H 2.90 1.22 2.72
24 H 1.03 0.58 4.14
25 H -1.26 1.40 3.65
26 H -1.62 2.84 1.66
27 H 0.18 4.00 -1.95
28 H 1.63 3.18 -1.32
29 H 0.01 1.74 -2.73
30 H -1.11 1.85 -1.33
31 H -0.92 0.15 0.12
32 H 0.60 -0.76 0.17
33 H -1.19 -0.55 -2.29
34 H 0.23 -1.61 -2.11
35 H -3.01 -2.25 -2.49
36 H -1.60 -3.30 -2.79
37 H -3.21 -4.85 -1.79
38 H -3.72 -3.62 -0.62
39 H -2.09 -4.72 0.73
40 H -1.13 -5.19 -0.67
41 H -0.89 -2.69 0.89
42 H 0.15 -3.29 -0.42

Atom charges from the Löwdin analysis, given in e for atoms 1 to 8: atom 1 (C): -0.078, atom 2 (O): -0.088, atom 3 (C): -0.207, atom 4 (C): -0.023, atom 5 (C): -0.095, atom 6 (C): -0.097, atom 7 (C): -0.014, atom 8 (C): -0.212

***

(3)
Computed, not measured: the molecule C15H23NO4, with ωB97M-V with the def2-TZVPD basis set.

## Properties
- highest occupied orbital energy (eV) = -8.011
- energy relative to the best compared isomer or geometry (same formula, charge and spin) (kcal per mole) = 58.8
- lowest unoccupied orbital energy (eV) = 0.78
- strongest force on any atom (eV/A) = 0.6
- net charge = 0
- SMILES = CCOCCCNC(=O)Cc1ccc(OC)c(OC)c1
- total energy (eV) = -25607.65920

Positions of all 43 atoms, in Å:
1 C 2.67 2.18 2.35
2 C 2.03 0.82 2.62
3 O 1.17 0.38 1.59
4 C -0.06 1.05 1.46
5 C -1.06 0.80 2.60
6 C -1.27 -0.69 2.88
7 N -1.73 -1.40 1.71
8 C -1.09 -2.49 1.23
9 O -0.21 -3.07 1.83
10 C -1.61 -2.93 -0.14
11 C -1.42 -1.80 -1.12
12 C -2.48 -1.23 -1.81
13 C -2.25 -0.18 -2.67
14 C -0.98 0.36 -2.86
15 O -0.94 1.41 -3.73
16 C 0.29 1.88 -4.25
17 C 0.10 -0.19 -2.14
18 O 1.34 0.37 -2.28
19 C 2.40 -0.13 -1.50
20 C -0.14 -1.27 -1.30
21 H 3.14 2.18 1.36
22 H 3.44 2.38 3.10
23 H 1.94 2.98 2.39
24 H 2.80 0.05 2.67
25 H 1.51 0.85 3.59
26 H -0.48 0.67 0.52
27 H 0.09 2.14 1.35
28 H -0.72 1.27 3.52
29 H -2.01 1.26 2.32
30 H -1.99 -0.81 3.70
31 H -0.33 -1.17 3.17
32 H -2.42 -0.95 1.13
33 H -2.66 -3.20 -0.07
34 H -1.03 -3.80 -0.45
35 H -3.48 -1.61 -1.69
36 H -3.06 0.27 -3.23
37 H 0.01 2.59 -5.03
38 H 0.89 2.38 -3.49
39 H 0.87 1.06 -4.69
40 H 3.25 0.50 -1.74
41 H 2.64 -1.17 -1.76
42 H 2.18 -0.06 -0.43
43 H 0.66 -1.71 -0.73

Atom charges from the Löwdin analysis, given in e for atoms 1 to 8: atom 1 (C): -0.068, atom 2 (C): -0.261, atom 3 (O): -0.177, atom 4 (C): -0.212, atom 5 (C): -0.148, atom 6 (C): -0.175, atom 7 (N): 0.071, atom 8 (C): -0.505

***

(4)
Computed, not measured: the molecule C15H23NO4S, with ωB97M-V with the def2-TZVPD basis set.

## Properties
- highest occupied orbital energy (eV) = -8.951
- energy relative to the best compared isomer or geometry (same formula, charge and spin) (kcal per mole) = 31.8
- lowest unoccupied orbital energy (eV) = 0.66
- strongest force on any atom (eV/A) = 1.1
- net charge = 0
- SMILES = COc1ccc(S(=O)(=O)NC2CCCCCC2)c(OC)c1
- total energy (eV) = -36442.74922

Positions of all 44 atoms, in Å:
1 C 5.06 2.56 0.51
2 O 4.41 1.75 -0.44
3 C 3.33 1.03 -0.06
4 C 2.78 1.02 1.22
5 C 1.68 0.23 1.49
6 C 1.11 -0.54 0.50
7 S -0.27 -1.63 0.87
8 O 0.19 -2.97 0.64
9 O -0.76 -1.29 2.18
10 N -1.47 -1.33 -0.22
11 C -2.25 -0.12 -0.04
12 C -3.63 -0.32 -0.68
13 C -4.74 0.42 0.08
14 C -4.75 1.93 -0.13
15 C -3.43 2.62 0.19
16 C -2.35 2.34 -0.86
17 C -1.49 1.11 -0.57
18 C 1.64 -0.54 -0.79
19 O 1.01 -1.26 -1.78
20 C 1.64 -2.50 -2.09
21 C 2.74 0.24 -1.07
22 H 5.45 1.96 1.34
23 H 4.39 3.33 0.90
24 H 5.88 3.03 -0.02
25 H 3.21 1.61 2.01
26 H 1.24 0.20 2.47
27 H -1.15 -1.50 -1.16
28 H -2.37 -0.04 1.04
29 H -3.85 -1.39 -0.64
30 H -3.62 -0.02 -1.72
31 H -5.71 0.02 -0.23
32 H -4.63 0.20 1.15
33 H -5.53 2.35 0.50
34 H -5.02 2.14 -1.17
35 H -3.62 3.70 0.21
36 H -3.08 2.33 1.17
37 H -1.68 3.20 -0.93
38 H -2.83 2.23 -1.84
39 H -0.73 1.37 0.17
40 H -0.96 0.82 -1.48
41 H 1.12 -2.89 -2.96
42 H 1.52 -3.19 -1.25
43 H 2.70 -2.36 -2.31
44 H 3.17 0.27 -2.06

Atom charges from the Löwdin analysis, given in e for atoms 1 to 8: atom 1 (C): -0.080, atom 2 (O): -0.073, atom 3 (C): -0.260, atom 4 (C): -0.004, atom 5 (C): -0.043, atom 6 (C): -0.216, atom 7 (S): 0.663, atom 8 (O): -0.281